C11H20N3 | ωB97M-V with the def2-TZVPD basis set

## Properties
Total charge: +1
ΔE to the lowest compared entry with this formula, charge and spin, kJ/mol: 242.5
HOMO level, eV: -12.42
Kohn-Sham gap, eV: 8.96

Positions of all 34 atoms, in Å:
C 0.60962 -4.05871 -1.34476
C -0.09091 -3.34984 -0.42829
C 1.27360 -3.41334 -2.38660
C 0.34714 -1.32777 -1.75995
C -0.07745 -1.86626 -0.44538
C -0.82098 0.64289 2.90940
C 1.68087 1.04323 0.53302
C -1.77502 2.28764 0.06472
C -0.04607 2.12458 -1.58165
C -0.17700 1.79141 2.17219
C 0.31022 1.50979 0.72160
N 1.17622 -2.13326 -2.55820
N -0.39324 -1.13283 0.53950
N -0.41277 1.99492 -0.20878
H 0.69834 -5.14338 -1.20745
H -0.58911 -3.77051 0.49991
H 1.80142 -3.92606 -3.11647
H -0.58354 -1.07513 -2.28925
H -1.78338 0.45345 2.46070
H -0.19460 -0.26990 2.79730
H -0.89603 0.84319 3.97816
H 1.98131 1.07690 -0.50480
H 2.34190 1.53331 1.18347
H 1.62787 -0.02384 0.72458
H -2.24083 2.60612 -0.88779
H -2.17275 1.24249 0.17313
H -1.91386 2.98994 0.86054
H -0.10328 3.12067 -1.82050
H 1.02155 1.89925 -1.71108
H -0.59436 1.50838 -2.22613
H -0.86582 2.57574 2.12646
H 0.63588 2.09561 2.86317
H -0.72828 -1.45997 1.39380
H 0.95332 -0.38871 -1.52458

Atoms 1-6, force components in eV/Å:
-1.664 -1.526 2.896
-0.257 -0.205 1.404
-0.558 3.847 -0.511
0.916 1.842 1.418
-0.552 -2.013 0.680
0.474 -1.287 -0.230



C14H33ClIN3OP3V | ωB97M-V with the def2-TZVPD basis set

## Properties
Total charge: +2
ΔE to the lowest compared entry with this formula, charge and spin, kJ/mol: 320.1
Spin multiplicity: 3
HOMO level (spin up / spin down), eV: -12.73 / -12.74
Kohn-Sham gap (spin up / spin down), eV: 4.05 / 4.94

Positions of all 57 atoms, in Å:
C 0.55863 -1.85085 0.86005
C 2.02179 -2.00158 1.24652
H -0.03384 -2.56253 1.47966
H 0.31895 -1.99411 -0.20177
H 0.22331 -0.81338 1.08526
O 2.27095 -2.73172 2.25822
I 3.54944 -0.10178 1.45224
V -0.89468 2.03127 0.61546
P -3.10287 2.03683 0.20843
C -4.37659 2.69169 1.30690
C -2.37824 3.51632 -0.69515
H -3.24337 4.19938 -0.68707
H -4.80779 1.46229 -1.37102
H -2.07006 3.34338 -1.74341
H -3.14792 1.05425 -1.96333
H -4.31166 3.78532 1.35361
H -1.53851 3.99884 -0.13122
C -3.82979 1.05195 -1.10571
H -5.36292 2.37118 0.95251
H -3.91693 0.02662 -0.73165
H -4.19841 2.28434 2.31162
P 3.34103 -2.30490 -0.16671
C 4.83313 -2.57271 0.84248
C 2.94081 -3.81835 -1.08868
H 2.57308 -1.07606 -2.11144
H 4.23766 -1.68688 -2.27851
H 3.91719 -0.20972 -1.33542
C 3.53030 -1.19509 -1.59016
H 2.21789 -3.59150 -1.88617
H 3.86503 -4.19530 -1.56663
H 5.67671 -2.85066 0.18834
H 4.60961 -3.29153 1.63533
H 2.51811 -4.61057 -0.42294
H 5.18660 -1.64817 1.38465
Cl -0.07537 0.99893 -1.13150
C -1.81894 1.65661 5.28975
N -1.79032 0.23141 4.88938
C -0.51690 -0.32852 5.40883
N 0.66439 0.38393 4.85055
C 0.60047 1.83595 5.15873
N -0.68627 2.44002 4.75264
C -0.77598 2.67038 3.30490
P -0.62355 0.97318 2.53010
C -1.96081 0.04773 3.44905
C 0.80139 0.16454 3.43390
H -1.76177 1.70595 6.38270
H -2.76653 2.11817 4.94785
H -0.45311 -1.39920 5.12039
H -0.49086 -0.22129 6.49793
H 1.43483 2.35767 4.64672
H 0.70660 1.94774 6.24433
H -1.75019 3.13908 3.07245
H 0.05378 3.31210 2.97100
H -1.86702 -1.02049 3.18597
H -2.93966 0.41121 3.11277
H 1.76805 0.58291 3.08973
H 0.85168 -0.91683 3.22987

Atoms 1-6, force components in eV/Å:
-0.750 1.226 0.344
1.271 -4.129 0.474
0.562 0.440 -0.455
0.363 -0.122 0.191
0.115 -0.764 -0.241
-0.767 1.717 -1.835